(1)
ORCA calculation (ωB97M-V/def2-TZVPD) on a 11-piece molecular cluster, C27H74F6O24PS10 overall.

Bonds (Å) are listed after each position.
Positions of all 142 atoms, in Å:
1 S 4.11121 2.36643 0.25628  O41 1.500, C49 1.815, C67 1.897
2 S 4.29852 -0.65569 3.39135  O27 1.548, C56 1.852, C66 1.821
3 S -1.57432 5.69052 2.03163  O19 1.500, O20 1.684, O34 1.499, C48 1.860
4 S -0.04277 -4.69849 2.26493  O24 1.455, O32 1.620, O39 1.473, C50 1.867
5 S -3.86487 -1.58593 -3.80367  O23 1.483, O36 1.468, O37 1.679, C58 1.848
6 S 3.77559 0.95080 -5.11732  O22 1.454, O25 1.704, O35 1.476, C64 1.830
7 S -0.15797 4.64018 -4.87526  O21 1.508, C47 1.850, C63 1.886
8 S 1.67099 -4.30587 -3.26294  O18 1.451, O29 1.435, O31 1.712, C52 1.822
9 S 0.55245 1.82234 4.80553  O26 1.633, O28 1.486, O40 1.475, C61 1.809
10 S -5.91999 0.52793 0.85486  O30 1.450, O33 1.669, O38 1.492, C65 1.903
11 P 0.49419 0.28040 -0.42519  F12 1.606, F13 1.681, F14 1.654, F15 1.655, F16 1.606, F17 1.669
12 F 1.81506 0.41839 -1.32879  P11 1.606
13 F -0.94271 0.03235 0.41188  P11 1.681
14 F -0.30273 1.27129 -1.48227  P11 1.654
15 F 0.72886 1.60587 0.53785  P11 1.655
16 F 1.29155 -0.63609 0.62589  P11 1.606
17 F 0.06988 -0.95094 -1.46883  P11 1.669
18 O 2.16139 -3.51864 -4.37872  S8 1.451
19 O -1.99864 6.77981 1.09099  S3 1.500
20 O -2.87810 5.08478 2.90818  S3 1.684, C57 1.455
21 O 0.07829 3.65241 -5.99049  S7 1.508
22 O 4.75753 -0.11936 -5.18379  S6 1.454
23 O -4.94212 -0.68979 -4.28916  S5 1.483
24 O 1.25441 -4.68828 1.60696  S4 1.455
25 O 3.13296 1.12438 -6.68574  S6 1.704, C46 1.445
26 O 0.22365 1.20512 6.28095  S9 1.633, C42 1.419
27 O 4.93328 -1.30424 4.64593  S2 1.548
28 O -0.48764 2.86332 4.59746  S9 1.486
29 O 1.90580 -5.71364 -3.11853  S8 1.435
30 O -6.63771 -0.64866 0.40299  S10 1.450
31 O 0.00353 -3.99025 -3.03513  S8 1.712, C44 1.356
32 O 0.09443 -5.44830 3.69486  S4 1.620, C45 1.425
33 O -5.14361 0.15457 2.28433  S10 1.669, C62 1.380
34 O -0.45918 5.99539 2.98563  S3 1.499
35 O 4.00899 2.25821 -4.47401  S6 1.476
36 O -4.02204 -2.28054 -2.51975  S5 1.468
37 O -3.73018 -2.77733 -4.97913  S5 1.679, C60 1.397
38 O -6.61345 1.81737 1.14414  S10 1.492
39 O -1.31495 -5.03484 1.60406  S4 1.473
40 O 2.01138 2.03027 4.73408  S9 1.475
41 O 5.58846 2.29851 0.50587  S1 1.500
42 C 0.32783 2.08566 7.38834  O26 1.419, C54 1.454, H83 1.090, H123 1.090
43 C -3.70143 6.14218 4.88037  C57 1.511, H92 1.090, H97 1.090, H137 1.090
44 C -0.59428 -4.56850 -1.96407  O31 1.356, C55 1.579, H69 1.090, H128 1.090
45 C -0.80550 -6.50422 4.02114  O32 1.425, C68 1.504, H70 1.090, H127 1.090
46 C 3.07780 0.03220 -7.62975  O25 1.445, C59 1.531, H115 1.090, H135 1.090
47 C 1.54393 5.23340 -4.45797  S7 1.850, H99 1.090, H105 1.090, H131 1.090
48 C -1.00907 4.12902 1.19381  S3 1.860, H117 1.090, H122 1.090, H132 1.090
49 C 3.36578 3.78473 1.10923  S1 1.815, H110 1.090, H114 1.090, H139 1.090
50 C -0.38562 -2.98128 2.91150  S4 1.867, H71 1.090, H86 1.090, H111 1.090
51 C -1.72002 -3.89316 -5.81123  C60 1.548, H88 1.090, H96 1.090, H116 1.090
52 C 2.46700 -3.55566 -1.80601  S8 1.822, H91 1.090, H94 1.090, H101 1.090
53 C -3.94074 0.43867 4.31246  C62 1.568, H81 1.090, H93 1.090, H130 1.090
54 C -0.83871 2.14225 8.25524  C42 1.454, H78 1.090, H120 1.090, H129 1.090
55 C -0.94850 -6.04963 -2.37947  C44 1.579, H75 1.090, H90 1.090, H136 1.090
56 C 3.66726 -1.99783 2.28208  S2 1.852, H85 1.090, H109 1.090, H126 1.090
57 C -2.85254 5.00475 4.36061  O20 1.455, C43 1.511, H82 1.090, H89 1.090
58 C -2.31930 -0.59643 -4.01817  S5 1.848, H98 1.090, H100 1.090, H121 1.090
59 C 3.19727 0.46659 -9.09320  C46 1.531, H108 1.090, H133 1.090, H134 1.090
60 C -2.85609 -3.84550 -4.76087  O37 1.397, C51 1.548, H77 1.090, H106 1.090
61 C 0.11593 0.33083 3.88041  S9 1.809, H80 1.090, H107 1.090, H113 1.090
62 C -4.70801 1.14438 3.14081  O33 1.380, C53 1.568, H74 1.090, H102 1.090
63 C -0.20420 3.67613 -3.25487  S7 1.886, H73 1.090, H79 1.090, H138 1.090
64 C 2.16577 0.21749 -4.64762  S6 1.830, H72 1.090, H84 1.090, H141 1.090
65 C -4.33662 0.90845 -0.12917  S10 1.903, H76 1.090, H104 1.090, H140 1.090
66 C 5.69529 0.00084 2.42493  S2 1.821, H95 1.090, H119 1.090, H124 1.090
67 C 3.93227 3.15396 -1.46050  S1 1.897, H87 1.090, H112 1.090, H118 1.090
68 C -0.04475 -7.53882 4.80451  C45 1.504, H103 1.090, H125 1.090, H142 1.090
69 H -0.06071 -4.43737 -1.02268  C44 1.090
70 H -1.61073 -6.16850 4.67460  C45 1.090
71 H 0.59408 -2.64754 3.25342  C50 1.090
72 H 2.05178 -0.65360 -5.29284  C64 1.090
73 H 0.54359 2.89836 -3.10000  C63 1.090
74 H -3.99983 1.86703 2.73541  C62 1.090
75 H -1.54031 -6.42820 -1.54608  C55 1.090
76 H -3.54908 1.18668 0.57117  C65 1.090
77 H -3.41428 -4.78163 -4.74711  C60 1.090
78 H -1.58598 2.79968 7.81087  C54 1.090
79 H -1.07772 3.02611 -3.20446  C63 1.090
80 H -0.01998 0.59811 2.83247  C61 1.090
81 H -3.55995 1.16727 5.02817  C53 1.090
82 H -1.81711 4.93805 4.69458  C57 1.090
83 H 0.57237 3.11968 7.14525  C42 1.090
84 H 2.16754 -0.06654 -3.59528  C64 1.090
85 H 4.35095 -2.82786 2.10401  C56 1.090
86 H -1.01550 -3.07552 3.79607  C50 1.090
87 H 4.28114 4.18190 -1.55913  C67 1.090
88 H -0.84174 -3.25787 -5.69671  C51 1.090
89 H -3.45873 4.11455 4.52848  C57 1.090
90 H -0.25651 -6.88368 -2.49616  C55 1.090
91 H 2.21618 -4.06646 -0.87634  C52 1.090
92 H -3.59809 6.32817 5.94941  C43 1.090
93 H -3.08041 -0.16265 4.01863  C53 1.090
94 H 2.09905 -2.52968 -1.79665  C52 1.090
95 H 5.63996 1.06230 2.66645  C66 1.090
96 H -2.10650 -3.74257 -6.81923  C51 1.090
97 H -4.70827 6.11902 4.46345  C43 1.090
98 H -2.41498 0.35791 -3.50032  C58 1.090
99 H 1.53594 6.12602 -3.83245  C47 1.090
100 H -1.50437 -1.26865 -3.74966  C58 1.090
101 H 3.55306 -3.51016 -1.88665  C52 1.090
102 H -5.44080 1.85309 3.52662  C62 1.090
103 H 0.73959 -8.11926 4.31871  C68 1.090
104 H -4.16380 -0.03697 -0.64338  C65 1.090
105 H 2.15949 4.47696 -3.97117  C47 1.090
106 H -2.50613 -3.92526 -3.73167  C60 1.090
107 H -0.83614 -0.05138 4.24863  C61 1.090
108 H 4.25598 0.64922 -9.27728  C59 1.090
109 H 3.48410 -1.47108 1.34556  C56 1.090
110 H 3.22282 3.69503 2.18609  C49 1.090
111 H -0.85805 -2.25286 2.25248  C50 1.090
112 H 4.49042 2.52153 -2.15086  C67 1.090
113 H 1.03223 -0.25772 3.92611  C61 1.090
114 H 2.31540 3.77602 0.81817  C49 1.090
115 H 2.13167 -0.41638 -7.32689  C46 1.090
116 H -1.34128 -4.90042 -5.98470  C51 1.090
117 H -1.25022 3.41627 1.98244  C48 1.090
118 H 2.86409 3.01685 -1.62868  C67 1.090
119 H 5.36353 -0.12774 1.39464  C66 1.090
120 H -1.38528 1.20304 8.34030  C54 1.090
121 H -2.35360 -0.52782 -5.10547  C58 1.090
122 H 0.07861 4.15506 1.12769  C48 1.090
123 H 1.23321 1.76904 7.90615  C42 1.090
124 H 6.64361 -0.46865 2.68640  C66 1.090
125 H 0.45920 -7.13516 5.68268  C68 1.090
126 H 2.75282 -2.43236 2.68592  C56 1.090
127 H -1.23990 -6.95789 3.13031  C45 1.090
128 H -1.55021 -4.04719 -1.91368  C44 1.090
129 H -0.65362 2.43753 9.28803  C54 1.090
130 H -4.67027 -0.22119 4.78201  C53 1.090
131 H 2.10380 5.63424 -5.30293  C47 1.090
132 H -1.56274 4.04458 0.25871  C48 1.090
133 H 2.43376 1.22376 -9.27166  C59 1.090
134 H 2.91482 -0.35266 -9.75437  C59 1.090
135 H 3.77755 -0.75480 -7.34854  C46 1.090
136 H -1.64203 -6.14368 -3.21509  C55 1.090
137 H -3.13519 6.97432 4.46202  C43 1.090
138 H -0.19797 4.23983 -2.32197  C63 1.090
139 H 3.77989 4.75176 0.82381  C49 1.090
140 H -4.61387 1.61612 -0.91047  C65 1.090
141 H 1.30764 0.85710 -4.85405  C64 1.090
142 H -0.74754 -8.27811 5.18873  C68 1.090

Its orbital gap (spin up / spin down) is 7.49 / 3.03 eV. As for the spin multiplicity: 2. As for the energy: -212277.4711 eV.

---

(2)
ORCA calculation (ωB97M-V/def2-TZVPD) on a 11-piece molecular cluster, C27H74N2O11 overall.

Bonds (Å) are listed after each position.
Positions of all 114 atoms, in Å:
1 O 0.18813 -1.17349 -1.70967  C30 1.462, H102 0.960
2 O -2.11666 0.15819 2.83482  C35 1.421, H72 0.960
3 O -1.72853 5.36904 -1.97561  C36 1.443, H43 0.960
4 O -0.42207 0.60947 0.31844  C39 1.423, H97 0.960
5 O -0.01217 0.85677 -3.52309  N12 1.370, H60 0.960
6 O 1.37796 2.17251 1.67565  C14 1.397, H83 0.960
7 O -3.60009 -1.83483 0.62531  C23 1.422, H69 0.960
8 O 0.29375 -1.43549 2.50320  N13 1.415, H48 0.960
9 O -4.96785 -0.84459 -3.19716  C32 1.453, H59 0.960
10 O -4.41301 2.38389 1.37154  C37 1.418, H79 0.960
11 O 2.24938 -1.30909 0.39753  C19 1.401, H53 0.960
12 N 1.15202 1.35624 -4.04517  O5 1.370, C24 1.477, C28 1.466
13 N 0.36981 -2.33491 3.59350  O8 1.415, C25 1.463, C38 1.479
14 C 1.80142 3.30408 0.97473  O6 1.397, H51 1.090, H56 1.090, H78 1.090
15 C 0.71666 0.06550 -6.06860  C28 1.550, H70 1.090, H84 1.090, H103 1.090
16 C -0.97535 -4.01751 2.29585  C38 1.611, H61 1.090, H85 1.090, H110 1.090
17 C 2.49928 1.68358 -1.96887  C24 1.526, H73 1.090, H80 1.090, H107 1.090
18 C 1.28565 -4.34702 5.57344  C26 1.574, C31 1.572, H105 1.090, H111 1.090
19 C 3.60475 -1.05451 0.64712  O11 1.401, H47 1.090, H62 1.090, H81 1.090
20 C 1.64662 -4.23171 2.45692  C38 1.566, H55 1.090, H58 1.090, H91 1.090
21 C 2.93505 3.06970 -4.06986  C22 1.545, C24 1.586, H82 1.090, H90 1.090
22 C 3.71823 2.19270 -5.07144  C21 1.545, C33 1.532, H66 1.090, H96 1.090
23 C -4.56650 -1.57177 1.63522  O7 1.422, H44 1.090, H76 1.090, H98 1.090
24 C 1.84405 2.33565 -3.18329  N12 1.477, C17 1.526, C21 1.586, C29 1.565
25 C 1.25066 -1.89193 4.67386  N13 1.463, C27 1.541, C31 1.575, C40 1.531
26 C 0.21678 -4.65178 4.45935  C18 1.574, C38 1.565, H92 1.090, H114 1.090
27 C 0.80123 -0.46797 5.05666  C25 1.541, H74 1.090, H95 1.090, H104 1.090
28 C 1.79369 0.48729 -5.03616  N12 1.466, C15 1.550, C33 1.539, C34 1.540
29 C 0.83526 3.46967 -2.80090  C24 1.565, H57 1.090, H65 1.090, H77 1.090
30 C -0.78783 -2.17318 -1.27841  O1 1.462, H49 1.090, H54 1.090, H63 1.090
31 C 1.22049 -2.82076 5.94555  C18 1.572, C25 1.575, H52 1.090, H64 1.090
32 C -4.12294 -0.57538 -2.04639  O9 1.453, H67 1.090, H86 1.090, H113 1.090
33 C 2.81360 1.26390 -5.88752  C22 1.532, C28 1.539, H87 1.090, H89 1.090
34 C 2.51188 -0.76743 -4.50685  C28 1.540, H46 1.090, H93 1.090, H99 1.090
35 C -1.70508 1.36200 3.46722  O2 1.421, H41 1.090, H71 1.090, H109 1.090
36 C -2.37423 4.61643 -3.02334  O3 1.443, H45 1.090, H68 1.090, H106 1.090
37 C -4.96508 3.27614 0.41781  O10 1.418, H94 1.090, H100 1.090, H108 1.090
38 C 0.34368 -3.75526 3.18316  N13 1.479, C16 1.611, C20 1.566, C26 1.565
39 C -1.54141 1.30020 -0.22337  O4 1.423, H88 1.090, H101 1.090, H112 1.090
40 C 2.71139 -1.73660 4.24390  C25 1.531, H42 1.090, H50 1.090, H75 1.090
41 H -0.65418 1.64706 3.41786  C35 1.090
42 H 3.20961 -2.66571 3.96707  C40 1.090
43 H -2.26770 5.37245 -1.18133  O3 0.960
44 H -4.37221 -0.54910 1.95850  C23 1.090
45 H -1.87903 4.61626 -3.99436  C36 1.090
46 H 1.99016 -1.26448 -3.68902  C34 1.090
47 H 3.99354 -0.66888 -0.29534  C19 1.090
48 H -0.53462 -1.00490 2.72680  O8 0.960
49 H -1.49782 -2.29118 -2.09702  C30 1.090
50 H 3.43292 -1.39598 4.98650  C40 1.090
51 H 1.64761 3.23881 -0.10239  C14 1.090
52 H 2.10787 -2.65615 6.55676  C31 1.090
53 H 1.77286 -1.39436 1.22654  O11 0.960
54 H -0.21540 -3.07635 -1.06698  C30 1.090
55 H 1.33444 -4.93942 1.68894  C20 1.090
56 H 1.20391 4.14108 1.33600  C14 1.090
57 H 1.25395 4.21271 -2.12214  C29 1.090
58 H 2.18922 -3.40367 2.00079  C20 1.090
59 H -5.80877 -1.09767 -2.80936  O9 0.960
60 H 0.28095 0.16352 -2.92721  O5 0.960
61 H -0.80969 -3.72233 1.25974  C16 1.090
62 H 3.75802 -0.19394 1.29829  C19 1.090
63 H -1.31710 -1.94075 -0.35432  C30 1.090
64 H 0.30304 -2.61106 6.49546  C31 1.090
65 H 0.49406 4.00248 -3.68848  C29 1.090
66 H 4.49683 1.64042 -4.54526  C22 1.090
67 H -4.71361 -0.41958 -1.14365  C32 1.090
68 H -3.33458 5.12017 -3.13331  C36 1.090
69 H -3.70946 -2.70369 0.23197  O7 0.960
70 H 0.06083 -0.60201 -5.50967  C15 1.090
71 H -2.25238 2.19309 3.02242  C35 1.090
72 H -1.82703 0.08647 1.92236  O2 0.960
73 H 3.19529 0.92392 -2.32467  C17 1.090
74 H -0.27502 -0.29661 5.07705  C27 1.090
75 H 2.83442 -1.09632 3.37040  C40 1.090
76 H -4.42975 -2.13936 2.55568  C23 1.090
77 H -0.01009 3.16797 -2.18244  C29 1.090
78 H 2.83826 3.50611 1.24351  C14 1.090
79 H -4.98907 2.32804 2.13746  O10 0.960
80 H 1.76599 1.21985 -1.30907  C17 1.090
81 H 4.18838 -1.85255 1.10605  C19 1.090
82 H 2.48666 3.89087 -4.62907  C21 1.090
83 H 0.69482 1.70051 1.19386  O6 0.960
84 H 0.13969 0.89702 -6.47329  C15 1.090
85 H -1.01922 -5.09597 2.14382  C16 1.090
86 H -3.62866 0.37630 -2.24160  C32 1.090
87 H 2.32120 1.92410 -6.60151  C33 1.090
88 H -1.60595 2.27018 0.26964  C39 1.090
89 H 3.42228 0.57032 -6.46766  C33 1.090
90 H 3.68410 3.48545 -3.39593  C21 1.090
91 H 2.34928 -4.80776 3.05902  C20 1.090
92 H -0.76514 -4.46656 4.89481  C26 1.090
93 H 2.66806 -1.56443 -5.23382  C34 1.090
94 H -4.19853 3.67860 -0.24440  C37 1.090
95 H 1.20992 0.33531 4.44362  C27 1.090
96 H 4.27989 2.81241 -5.77043  C22 1.090
97 H -0.26533 -0.00879 -0.39905  O4 0.960
98 H -5.59301 -1.54009 1.27000  C23 1.090
99 H 3.46879 -0.46618 -4.08063  C34 1.090
100 H -5.34350 4.14620 0.95437  C37 1.090
101 H -1.37584 1.41085 -1.29502  C39 1.090
102 H 0.96635 -1.31653 -1.16605  O1 0.960
103 H 1.08535 -0.54800 -6.89065  C15 1.090
104 H 1.33786 -0.15523 5.95238  C27 1.090
105 H 0.89511 -4.98436 6.36677  C18 1.090
106 H -2.58294 3.58694 -2.73231  C36 1.090
107 H 3.12943 2.40531 -1.44913  C17 1.090
108 H -5.84265 2.84011 -0.05954  C37 1.090
109 H -1.97697 1.32120 4.52198  C35 1.090
110 H -1.87904 -3.66032 2.78964  C16 1.090
111 H 2.27162 -4.62893 5.20399  C18 1.090
112 H -2.49339 0.77264 -0.16398  C39 1.090
113 H -3.44295 -1.39988 -1.83212  C32 1.090
114 H 0.26536 -5.71339 4.21702  C26 1.090

Its orbital gap is 7.95 eV. Its energy relative to the best compared isomer or geometry (same formula, charge and spin) is 2.7905 eV. The SMILES is CC1(C)CCCC(C)(C)N1O.CC1(C)CCCC(C)(C)N1O.CO.CO.CO.CO.CO.CO.CO.CO.CO. As for the energy: -54694.8717 eV.